[1]
Molecular formula: C42H112BF4N7O14
Method: DFT, ωB97M-V/def2-TZVPD

Computed properties:
energy relative to the best compared isomer or geometry (same formula, charge and spin) = 207.1 kcal per mole
net charge = +6
E_LUMO = -11.88 eV
Kohn-Sham gap = 7.89 eV

Each line ends with the Löwdin charge.
Atoms and positions in Å:
C  -1.208  7.347  0.634  -0.0404
O  -0.598  6.038  0.801  -0.2144
C  -0.364  5.355  -0.418  -0.2364
C  -0.008  3.975  -0.097  -0.0775
N  1.188  3.826  0.908  0.1233
H  1.488  2.868  1.019  0.0947
H  2.035  4.108  0.434  0.1689
C  1.274  4.570  2.324  -0.0014
C  2.125  3.754  3.351  -0.1955
O  3.458  3.861  2.859  -0.2078
C  4.400  3.502  3.917  -0.0432
H  -2.153  7.283  0.095  0.0874
H  -0.584  7.984  0.007  0.1000
H  -1.325  7.888  1.574  0.1012
H  0.423  5.877  -0.962  0.1430
H  -1.154  5.487  -1.158  0.1388
H  0.331  3.519  -1.027  0.1166
H  -0.883  3.429  0.255  0.1045
H  0.227  4.725  2.588  0.1118
H  1.702  5.518  2.001  0.1393
H  1.855  2.717  3.548  0.1079
H  2.128  4.340  4.270  0.1332
H  4.580  4.412  4.489  0.1014
H  5.369  3.252  3.487  0.1003
H  3.930  2.790  4.595  0.0768
C  4.379  -0.415  -2.368  -0.1078
O  4.903  -1.531  -1.767  -0.2014
C  5.606  -1.518  -0.483  -0.1315
C  5.975  -2.919  0.028  -0.1025
N  6.833  -3.666  -0.958  0.0839
H  6.478  -3.784  -1.896  0.1847
H  7.784  -3.352  -0.832  0.1634
C  7.263  -5.025  -0.412  -0.0678
C  8.161  -5.806  -1.426  -0.1892
O  9.047  -4.856  -1.936  -0.1997
C  10.023  -5.353  -2.868  -0.0520
H  5.012  0.132  -3.066  0.1063
H  3.994  0.254  -1.599  0.0875
H  3.532  -0.848  -2.900  0.0718
H  5.064  -1.053  0.342  0.1075
H  6.550  -1.040  -0.745  0.1435
H  5.103  -3.512  0.302  0.1315
H  6.544  -2.775  0.946  0.1185
H  6.387  -5.657  -0.269  0.1341
H  7.736  -4.776  0.537  0.1407
H  7.562  -6.233  -2.229  0.1323
H  8.675  -6.646  -0.959  0.1478
H  10.909  -5.729  -2.356  0.1018
H  10.424  -4.619  -3.566  0.0997
H  9.712  -6.177  -3.510  0.0985
C  0.368  1.498  -3.313  -0.0894
O  0.080  1.152  -4.650  -0.1841
C  0.409  -0.182  -5.019  -0.1858
C  -0.068  -0.363  -6.469  -0.0455
N  -1.616  -0.170  -6.434  0.0836
H  -1.979  -0.955  -5.913  0.1449
H  -1.862  0.666  -5.924  0.1515
C  -2.293  -0.057  -7.872  -0.0223
C  -1.951  -1.276  -8.779  -0.1975
O  -2.420  -2.485  -8.135  -0.2185
C  -1.846  -3.707  -8.799  -0.0209
H  0.174  2.566  -3.208  0.0888
H  1.355  1.266  -2.912  0.0944
H  -0.403  1.066  -2.674  0.0696
H  -0.132  -0.884  -4.384  0.1038
H  1.498  -0.221  -5.032  0.1371
H  0.190  -1.254  -7.040  0.1314
H  0.312  0.401  -7.147  0.1460
H  -1.981  0.893  -8.305  0.1424
H  -3.361  -0.121  -7.665  0.1329
H  -0.872  -1.260  -8.936  0.1139
H  -2.495  -1.127  -9.712  0.1462
H  -2.334  -4.591  -8.389  0.0912
H  -0.756  -3.696  -8.829  0.0893
H  -2.264  -3.719  -9.806  0.0966
C  6.705  -2.728  4.393  -0.0894
O  5.683  -1.800  4.501  -0.1712
C  4.943  -1.441  3.262  -0.1471
C  3.579  -0.814  3.490  -0.0976
N  2.788  -1.619  4.483  0.1086
H  3.432  -2.143  5.057  0.1676
H  2.311  -0.987  5.111  0.1712
C  1.688  -2.448  3.709  -0.0444
C  1.222  -3.665  4.574  -0.1316
O  0.598  -3.190  5.797  -0.1888
C  -0.721  -2.783  5.764  -0.1117
H  6.350  -3.699  4.736  0.1015
H  7.493  -2.384  5.062  0.1142
H  7.100  -2.772  3.378  0.0775
H  4.729  -2.336  2.678  0.1024
H  5.539  -0.927  2.508  0.1234
H  2.971  -0.551  2.624  0.0969
H  3.642  0.156  3.983  0.1328
H  2.176  -2.904  2.849  0.1215
H  0.982  -1.676  3.401  0.1175
H  2.105  -4.287  4.717  0.1352
H  0.456  -4.282  4.106  0.1283
H  -1.026  -3.006  6.786  0.1153
H  -1.423  -3.394  5.197  0.0976
H  -0.719  -1.729  5.487  0.0642
C  -2.656  -6.120  -3.651  -0.0803
O  -2.543  -5.024  -2.794  -0.1885
C  -1.998  -3.824  -3.384  -0.1811
C  -2.045  -2.696  -2.367  -0.0918
N  -1.511  -3.110  -1.008  0.1071
H  -2.256  -2.859  -0.373  0.1655
H  -1.337  -4.094  -0.866  0.1662
C  -0.138  -2.446  -0.643  -0.0563
C  1.112  -3.069  -1.361  -0.1598
O  1.037  -2.642  -2.717  -0.2398
C  1.966  -3.277  -3.687  -0.0279
H  -2.924  -5.798  -4.657  0.0935
H  -3.429  -6.711  -3.160  0.1140
H  -1.755  -6.696  -3.863  0.0984
H  -2.554  -3.459  -4.248  0.1332
H  -0.978  -4.073  -3.675  0.1194
H  -3.099  -2.494  -2.180  0.1324
H  -1.576  -1.772  -2.706  0.1098
H  -0.007  -2.470  0.438  0.1161
H  -0.246  -1.391  -0.894  0.1094
H  0.998  -4.153  -1.375  0.1318
H  2.052  -2.789  -0.886  0.1230
H  2.168  -2.605  -4.521  0.0796
H  1.573  -4.205  -4.104  0.0915
H  2.930  -3.486  -3.224  0.0844
C  -9.243  1.574  -2.576  -0.0684
O  -8.191  1.232  -1.669  -0.2156
C  -7.915  2.145  -0.531  -0.1701
C  -7.036  1.576  0.537  -0.0630
N  -5.617  1.138  0.055  0.1141
H  -4.914  0.941  0.752  0.1236
H  -5.757  0.328  -0.531  0.1682
C  -4.711  2.279  -0.584  -0.0554
C  -3.301  1.882  -0.343  -0.1944
O  -3.228  1.716  1.092  -0.1882
C  -2.162  0.974  1.548  -0.1000
H  -9.289  0.914  -3.442  0.1032
H  -9.102  2.605  -2.901  0.0885
H  -10.190  1.612  -2.038  0.0997
H  -8.787  2.515  0.008  0.1446
H  -7.541  3.008  -1.082  0.1264
H  -7.413  0.643  0.956  0.1438
H  -6.966  2.237  1.401  0.1276
H  -4.831  3.181  0.016  0.1303
H  -4.981  2.573  -1.598  0.1486
H  -2.648  2.665  -0.726  0.1246
H  -3.083  1.029  -0.986  0.1268
H  -2.342  0.377  2.443  0.0959
H  -1.330  1.616  1.835  0.0839
H  -2.008  0.129  0.876  0.0898
C  -6.221  6.454  2.370  -0.0732
O  -5.558  5.834  3.441  -0.2074
C  -4.600  4.827  3.045  -0.1802
C  -3.707  4.398  4.272  -0.0364
N  -4.537  3.766  5.426  0.1022
H  -4.905  4.527  5.978  0.1739
H  -5.366  3.383  4.994  0.1716
C  -3.801  2.935  6.482  -0.0504
C  -3.451  1.459  6.166  -0.2494
O  -2.534  1.440  5.187  -0.2058
C  -1.105  1.279  5.582  -0.0153
H  -7.054  6.964  2.853  0.1143
H  -6.607  5.662  1.728  0.0814
H  -5.519  7.152  1.914  0.1021
H  -3.979  5.161  2.214  0.1224
H  -5.238  4.002  2.725  0.1019
H  -2.997  5.148  4.618  0.1445
H  -3.161  3.558  3.842  0.1032
H  -4.516  2.931  7.305  0.1430
H  -2.943  3.485  6.867  0.1435
H  -4.382  1.015  5.811  0.1306
H  -3.262  0.827  7.034  0.1482
H  -0.997  0.455  6.287  0.0814
H  -0.666  2.107  6.139  0.0920
H  -0.595  1.165  4.626  0.0700
B  1.488  0.593  0.914  -1.4271
F  0.890  1.260  -0.102  0.1679
F  1.314  -0.753  0.781  0.1432
F  2.808  0.953  0.961  0.1736
F  0.757  0.828  2.122  0.0721

Forces on atoms 1 to 2 (eV/Å):
C 0.5 0.1 -0.8
O -1.0 0.5 0.1


[2]
Molecular formula: C42H112O14
Method: DFT, ωB97M-V/def2-TZVPD

Computed properties:
energy relative to the best compared isomer or geometry (same formula, charge and spin) = 174.3 kcal per mole
E_LUMO = 0.41 eV
Kohn-Sham gap = 8.92 eV

Each line ends with the Löwdin charge.
Atoms and positions in Å:
C  -2.726  3.217  -3.213  -0.0457
C  -3.320  3.980  -2.036  -0.4923
C  -4.820  4.212  -2.149  -0.0576
O  -3.087  3.218  -0.853  -0.0628
H  -3.170  2.225  -3.317  0.0678
H  -1.642  3.317  -3.241  0.0712
H  -2.978  3.622  -4.204  0.0810
H  -2.862  4.974  -1.990  0.1098
H  -5.297  3.226  -2.194  0.0766
H  -5.075  4.800  -3.036  0.0795
H  -5.339  4.689  -1.315  0.0759
H  -3.306  3.799  -0.111  0.0485
C  -1.720  -5.049  -1.553  -0.0271
C  -1.711  -4.157  -0.292  -0.4541
C  -1.881  -4.957  0.985  -0.0319
O  -0.507  -3.391  -0.245  -0.0765
H  -2.739  -5.305  -1.837  0.0749
H  -1.111  -5.951  -1.527  0.0851
H  -1.301  -4.406  -2.334  0.0706
H  -2.532  -3.442  -0.403  0.1140
H  -2.000  -4.281  1.831  0.0558
H  -0.998  -5.571  1.159  0.0680
H  -2.748  -5.612  0.883  0.0898
H  -0.549  -2.829  0.548  0.0823
C  4.039  -3.924  -2.168  -0.0170
C  3.009  -3.339  -1.217  -0.4069
C  2.423  -2.032  -1.788  -0.0541
O  1.916  -4.287  -1.101  -0.0907
H  4.946  -3.322  -2.149  0.0420
H  3.589  -3.902  -3.163  0.0939
H  4.253  -4.960  -1.904  0.0856
H  3.494  -3.287  -0.237  0.0415
H  1.462  -2.212  -2.258  0.0749
H  3.082  -1.595  -2.544  0.0953
H  2.371  -1.224  -1.054  -0.0167
H  1.160  -3.749  -0.833  0.0517
C  7.719  -0.825  -0.788  -0.0633
C  6.388  -1.523  -0.885  -0.4415
C  5.232  -0.633  -0.452  -0.0345
O  6.107  -1.753  -2.315  -0.1137
H  8.452  -1.364  -1.395  0.0803
H  8.178  -0.801  0.205  0.0825
H  7.651  0.212  -1.115  0.0834
H  6.426  -2.555  -0.527  0.1390
H  5.269  0.340  -0.943  0.0850
H  5.446  -0.410  0.601  0.0929
H  4.249  -1.078  -0.569  0.0397
H  6.674  -2.490  -2.567  0.0820
C  1.578  -0.519  0.318  -0.0664
C  0.436  0.175  1.053  -0.4341
C  -0.478  0.954  0.123  -0.0306
O  -0.393  -0.889  1.556  -0.0844
H  1.188  -1.286  -0.347  0.0557
H  2.273  -0.913  1.061  0.0984
H  2.135  0.235  -0.247  0.0860
H  0.839  0.838  1.826  0.1109
H  0.101  1.777  -0.323  0.0762
H  -1.259  1.475  0.676  0.0588
H  -0.834  0.357  -0.716  0.0740
H  -1.310  -0.555  1.585  0.0448
C  1.419  -1.795  4.284  -0.0493
C  0.146  -2.038  5.112  -0.4705
C  -0.841  -2.861  4.248  -0.0512
O  0.514  -2.689  6.309  -0.0401
H  1.893  -2.727  3.970  0.0611
H  2.165  -1.226  4.843  0.0803
H  1.273  -1.245  3.351  0.0532
H  -0.351  -1.098  5.356  0.1132
H  -1.299  -2.303  3.434  0.0491
H  -1.632  -3.234  4.905  0.0815
H  -0.289  -3.708  3.831  0.0788
H  0.773  -3.582  6.041  0.0947
C  3.290  4.663  -4.008  -0.0519
C  3.424  3.321  -3.307  -0.4811
C  2.182  2.750  -2.644  -0.0423
O  3.849  2.330  -4.270  -0.0669
H  3.182  5.429  -3.240  0.0782
H  2.534  4.677  -4.796  0.0802
H  4.204  4.881  -4.565  0.0790
H  4.264  3.491  -2.621  0.1196
H  2.246  1.688  -2.412  0.0645
H  1.346  2.834  -3.347  0.0776
H  1.883  3.308  -1.751  0.0571
H  4.351  1.668  -3.786  0.0770
C  -5.305  0.226  2.352  -0.0435
C  -4.152  -0.789  2.490  -0.4182
C  -4.610  -2.191  2.078  -0.0334
O  -3.206  -0.348  1.511  -0.1114
H  -6.092  0.160  3.105  0.0811
H  -5.813  0.123  1.383  0.0697
H  -4.956  1.245  2.159  0.0745
H  -3.666  -0.794  3.463  0.1139
H  -3.930  -2.937  2.486  0.0631
H  -4.606  -2.253  0.991  0.0606
H  -5.634  -2.425  2.379  0.0832
H  -3.505  -0.221  0.603  0.0693
C  -0.877  -1.155  -3.046  -0.0595
C  -0.988  -1.668  -4.468  -0.4368
C  -1.377  -0.578  -5.493  -0.0513
O  0.349  -2.043  -4.935  -0.0830
H  -1.706  -0.476  -2.813  0.0709
H  -0.049  -0.481  -2.822  0.0847
H  -0.843  -2.033  -2.399  0.0678
H  -1.513  -2.595  -4.679  0.1281
H  -1.322  -0.856  -6.542  0.0799
H  -0.697  0.248  -5.273  0.0805
H  -2.400  -0.205  -5.361  0.0693
H  0.917  -1.266  -4.976  0.0777
C  2.061  -5.884  0.721  -0.0526
C  3.211  -5.242  1.497  -0.4554
C  3.188  -3.736  1.549  -0.0349
O  3.338  -5.814  2.806  -0.0553
H  1.772  -5.416  -0.222  0.0106
H  1.109  -5.860  1.263  0.0627
H  2.307  -6.937  0.570  0.0775
H  4.076  -5.650  0.951  0.1341
H  2.270  -3.415  2.046  0.0759
H  3.136  -3.352  0.529  -0.0199
H  4.017  -3.282  2.090  0.1012
H  3.742  -6.675  2.681  0.0779
C  -4.288  -2.253  -3.185  -0.0269
C  -4.556  -1.056  -2.305  -0.4521
C  -5.972  -1.087  -1.703  -0.0414
O  -3.655  -1.067  -1.194  -0.0875
H  -5.142  -2.427  -3.841  0.0886
H  -4.134  -3.155  -2.592  0.0862
H  -3.430  -2.053  -3.823  0.0512
H  -4.427  -0.101  -2.822  0.1274
H  -6.738  -1.241  -2.464  0.0790
H  -6.211  -0.185  -1.142  0.0702
H  -6.067  -1.935  -1.021  0.0790
H  -2.810  -1.456  -1.449  0.0492
C  3.014  3.095  1.441  -0.0267
C  2.833  4.404  0.664  -0.4602
C  2.935  5.630  1.579  -0.0715
O  3.911  4.565  -0.262  -0.0712
H  3.438  3.201  2.441  0.0818
H  3.659  2.429  0.868  0.0743
H  2.074  2.558  1.599  0.0534
H  1.897  4.480  0.119  0.1043
H  2.113  5.675  2.298  0.0658
H  2.957  6.557  1.005  0.0832
H  3.848  5.623  2.180  0.0810
H  4.764  4.590  0.176  0.0918
C  -0.589  5.138  1.341  -0.0577
C  -1.776  6.068  1.161  -0.4330
C  -1.737  6.870  -0.122  -0.0485
O  -2.984  5.259  1.186  -0.0790
H  0.288  5.753  1.116  0.0588
H  -0.552  4.145  0.893  0.0787
H  -0.391  4.867  2.385  0.0768
H  -1.877  6.778  1.986  0.1413
H  -0.975  7.649  -0.069  0.0844
H  -2.695  7.379  -0.238  0.0867
H  -1.530  6.252  -0.994  0.0703
H  -3.284  5.258  2.100  0.0954
C  -1.788  2.383  3.250  -0.0405
C  -2.537  2.423  4.591  -0.4770
C  -2.299  1.124  5.359  -0.0506
O  -2.066  3.514  5.356  -0.0447
H  -2.152  1.521  2.683  0.0577
H  -0.723  2.274  3.472  0.0907
H  -1.930  3.261  2.628  0.0455
H  -3.614  2.467  4.410  0.1353
H  -1.281  1.134  5.755  0.0808
H  -2.438  0.224  4.752  0.0539
H  -3.041  0.971  6.145  0.0867
H  -1.205  3.279  5.716  0.0844

Forces on atoms 1 to 2 (eV/Å):
C -0.5 0.6 -1.0
C -0.7 0.2 0.1